No. 1
5
Properties=species:S:1:pos:R:3:forces:R:3 method="wB97M-V/def2-TZVPD" lumo_ha=-0.007 total_energy_ha=-620.96821 homo_energy_ha=-0.35649 e_above_lowest_ev=1.155
C -1.180 -0.253 0.433 -3.9 1.2 2.8
N 0.261 0.036 -0.868 1.5 -0.4 -1.9
N 1.159 -0.612 -0.660 -2.3 3.0 -0.9
O -1.910 0.597 0.717 1.9 -1.7 -1.0
S 2.463 -1.206 -0.206 2.8 -2.0 0.9

No. 2
7
Properties=species:S:1:pos:R:3:forces:R:3 method="wB97M-V/def2-TZVPD" lumo_ha="0.230 / 0.230" total_energy_ha=-730.35392 total_charge=-2 homo_energy_ha="0.03895 / 0.03893" e_above_lowest_ev=3.212
C 0.336 0.025 -0.117 -2.6 -0.3 0.3
N 1.127 1.080 -0.264 -0.2 -0.3 -0.2
N 2.343 0.553 -0.125 1.7 0.2 0.2
N 0.996 -1.106 0.146 -0.4 0.1 -0.1
N 2.280 -0.733 0.132 0.4 0.4 -0.2
O -4.165 0.194 0.598 1.9 -0.2 -1.1
S -2.917 -0.014 -0.370 -0.9 0.2 1.0

No. 3
8
Properties=species:S:1:pos:R:3:forces:R:3 method="wB97M-V/def2-TZVPD" lumo_ha="0.109 / 0.109" total_energy_ha=-462.21212 total_charge=-1 homo_energy_ha="-0.19630 / -0.19631" e_above_lowest_ev=6.071
C 0.013 0.240 -0.361 0.3 1.5 1.6
N 0.091 -0.335 -2.292 -0.2 0.1 -1.0
N 0.403 -0.757 -1.079 0.7 -0.7 1.6
N -0.524 1.285 -0.986 0.6 -0.1 1.9
N -0.440 0.873 -2.237 -0.3 -0.2 -0.6
N -0.054 -0.665 2.073 -2.3 -3.5 -0.1
O -0.002 -1.024 3.246 1.1 2.2 -1.0
O 0.512 0.382 1.636 0.0 0.8 -2.3

No. 4
7
Properties=species:S:1:pos:R:3:forces:R:3 method="wB97M-V/def2-TZVPD" lumo_ha=0.084 total_energy_ha=-1114.99819 total_charge=-1 homo_energy_ha=-0.19101 e_above_lowest_ev=0.932
C -1.412 -1.069 -0.412 -0.4 -0.5 -0.1
N -1.381 -2.200 -0.673 0.1 -1.2 -0.3
O 1.616 -0.255 -0.595 -0.7 -0.3 0.0
O 0.928 0.313 1.706 -0.5 -0.2 -0.6
O -1.481 0.123 -0.137 1.5 1.5 0.5
S 0.827 2.483 -0.186 -0.2 -0.7 0.1
S 0.902 0.605 0.297 0.3 1.4 0.4

No. 5
7
Properties=species:S:1:pos:R:3:forces:R:3 method="wB97M-V/def2-TZVPD" lumo_ha="0.132 / 0.132" total_energy_ha=-1115.00482 total_charge=-1 homo_energy_ha="-0.12581 / -0.12588" e_above_lowest_ev=0.752
C 1.624 -0.059 -0.063 0.0 0.9 -0.1
N -0.454 -0.341 0.224 -1.2 2.3 1.2
O 1.500 0.509 -1.049 -0.2 1.2 -3.2
O 2.166 -0.443 0.866 1.2 -1.8 3.0
O -2.594 1.132 -0.357 -0.3 -0.4 0.4
S -1.017 -1.839 0.191 -0.6 -1.7 -0.5
S -1.224 1.042 0.188 1.1 -0.5 -0.7

No. 6
7
Properties=species:S:1:pos:R:3:forces:R:3 method="wB97M-V/def2-TZVPD" lumo_ha=0.121 total_energy_ha=-791.97114 total_charge=-1 homo_energy_ha=-0.16248 e_above_lowest_ev=2.856
C 1.554 0.452 0.099 -0.2 1.1 0.5
N -1.260 -0.227 -0.103 -2.7 -2.9 0.4
O -1.314 0.379 0.939 0.2 1.8 2.0
O 1.237 1.537 0.342 0.6 -0.4 -0.2
O -2.128 -1.110 -0.334 -0.3 0.1 -0.3
O -0.361 -0.089 -0.897 2.0 0.7 -2.4
S 2.270 -0.943 -0.045 0.3 -0.4 -0.1

No. 7
9
Properties=species:S:1:pos:R:3:forces:R:3 method="wB97M-V/def2-TZVPD" lumo_ha="-0.094 / -0.092" total_energy_ha=-2275.34426 homo_energy_ha="-0.33215 / -0.33258" spin_multiplicity=3
O -2.260 -1.089 0.974 1.0 -1.8 -0.4
C -2.152 0.186 1.046 1.0 2.3 -0.2
O -2.941 1.007 1.471 2.3 -1.4 -1.2
Tm -0.188 -1.589 0.186 -1.2 4.0 0.6
N 2.516 -0.268 -1.240 -1.3 1.3 0.5
S 2.477 -1.637 -0.200 -0.3 -0.2 0.7
S 1.983 1.139 -0.759 -1.3 -1.1 -3.2
O -0.700 0.520 0.454 -1.9 -2.7 0.8
O 1.264 1.732 -1.932 1.8 -0.3 2.3

No. 8
4
Properties=species:S:1:pos:R:3:forces:R:3 method="wB97M-V/def2-TZVPD" lumo_ha="-0.162 / -0.162" total_energy_ha=-832.22387 homo_energy_ha="-0.29731 / -0.29724" e_above_lowest_ev=3.909
C 2.128 -0.804 -0.013 -0.4 0.2 0.0
N 1.076 -0.283 -0.055 -0.7 -0.1 0.0
P -2.330 0.441 0.036 -2.1 -0.9 -0.1
S -4.152 -0.151 0.001 3.2 0.8 0.0

No. 9
2
Properties=species:S:1:pos:R:3:forces:R:3 method="wB97M-V/def2-TZVPD" lumo_ha=0.053 total_energy_ha=-113.33894 homo_energy_ha=-0.48824 e_above_lowest_ev=0.004
C 0.000 0.000 -0.566 0.0 0.0 1.0
O 0.000 0.000 0.566 0.0 0.0 -1.0

No. 10
4
Properties=species:S:1:pos:R:3:forces:R:3 method="wB97M-V/def2-TZVPD" lumo_ha=-0.033 total_energy_ha=-1232.61481 smiles="S=C1SS1" homo_energy_ha=-0.33829 e_above_lowest_ev=0.000
S -1.935 0.121 0.020 2.5 0.5 -0.3
C -0.286 0.106 -0.056 -0.8 -0.7 0.6
S 0.926 -1.165 0.017 -0.2 0.5 -0.1
S 1.296 0.938 0.019 -1.4 -0.4 -0.2

No. 11
30
Properties=species:S:1:pos:R:3:forces:R:3 method="wB97M-V/def2-TZVPD" lumo_ha=-0.433 total_energy_ha=-3255.33848 total_charge=+3 homo_energy_ha=-0.56834 e_above_lowest_ev=0.000
Ca -3.357 1.231 0.716 1.6 1.9 -1.0
Ca -1.558 -3.838 -0.729 1.8 0.4 0.2
Ca 1.861 1.973 -1.199 -1.5 -0.8 -1.5
N 1.307 -0.413 -3.914 1.2 -1.7 -2.6
O 2.056 -1.415 -3.850 -0.8 0.6 0.1
O 0.797 -0.009 -4.944 0.1 -0.3 0.2
O 1.078 0.213 -2.858 -0.2 2.4 3.8
N -0.292 -0.492 0.222 -0.4 2.5 -1.4
O 0.771 0.022 -0.007 1.6 -0.3 0.3
O -0.394 -1.738 0.174 -1.3 -1.8 0.2
O -1.262 0.288 0.371 -0.5 -1.6 0.5
N -1.267 3.458 -1.198 -1.7 0.5 -2.7
O -0.162 2.983 -0.986 3.9 -1.2 1.2
O -1.441 4.270 -2.064 -0.1 0.4 0.6
O -2.218 2.929 -0.593 -2.2 -0.9 1.5
O -2.136 2.335 2.325 -0.4 0.0 0.3
H -1.217 2.266 2.599 0.2 -0.1 -0.1
H -2.486 3.077 2.831 0.0 0.2 0.1
O 2.152 -0.900 2.466 -0.3 0.0 0.0
H 2.151 -0.160 1.854 0.1 0.1 0.0
H 2.236 -1.676 1.908 0.2 -0.1 0.0
O -3.505 -0.865 1.532 -0.9 -0.5 -0.1
H -4.395 -1.126 1.803 -0.2 -0.2 0.3
H -2.973 -1.653 1.658 0.4 0.2 0.3
O 0.499 -4.455 0.371 -0.8 0.5 -0.4
H 0.927 -3.628 0.622 0.1 0.2 0.1
H 1.169 -5.133 0.523 -0.1 -0.5 -0.1
O 3.549 1.013 0.062 0.0 0.1 0.0
H 4.416 1.382 0.268 0.2 0.1 0.2
H 3.692 0.060 0.037 0.1 -0.2 -0.1

No. 12
21
Properties=species:S:1:pos:R:3:forces:R:3 method="wB97M-V/def2-TZVPD" lumo_ha=-0.455 total_energy_ha=-5992.02376 total_charge=+3 homo_energy_ha=-0.51509 e_above_lowest_ev=0.000
Ca -0.092 -3.601 1.810 -0.5 -0.1 0.4
Ca -0.977 0.548 2.478 0.6 0.6 3.0
Ca 0.999 2.358 0.333 1.0 0.0 1.6
Ca -2.485 -0.077 -3.275 1.6 0.4 -0.8
Ca -3.978 -1.910 1.720 0.1 -0.7 0.4
Ca 1.092 -0.925 -1.235 2.6 -0.7 -2.3
P -1.145 -0.770 0.030 -0.8 -0.7 2.7
O -1.158 -0.783 -1.465 -2.5 -0.2 -1.4
O -2.429 -0.561 0.977 2.1 -0.3 -2.4
O -0.198 0.436 0.350 -0.3 1.3 -0.6
O -0.138 -1.940 0.412 -1.2 0.0 0.3
P 0.781 -0.001 -4.255 0.6 1.4 -2.5
O 1.891 1.026 -4.327 0.4 1.4 0.4
O 1.360 -1.101 -3.380 -1.7 -0.8 2.5
O 0.788 -0.393 -5.720 -0.6 -0.2 0.0
O -0.590 0.740 -3.881 -0.2 -2.0 1.2
P 1.285 1.479 3.852 1.4 -0.4 4.7
O 2.229 2.508 4.373 0.0 0.5 -1.0
O -0.181 1.589 4.282 -1.8 0.6 -2.0
O 1.617 0.180 4.589 0.6 -1.0 -0.6
O 1.329 1.196 2.331 -1.1 1.0 -3.6

No. 13
9
Properties=species:S:1:pos:R:3:forces:R:3 method="wB97M-V/def2-TZVPD" lumo_ha="-0.463 / -0.475" total_energy_ha=-1928.76772 total_charge=+2 homo_energy_ha="-0.75009 / -0.74684"
Ca -0.336 1.198 2.449 -0.1 0.7 1.6
F 0.952 0.073 1.226 0.2 -0.1 -0.2
N -0.289 -0.487 -1.023 1.9 -1.6 1.4
S 1.112 -0.849 -0.230 1.5 -2.4 -1.0
O 1.058 -2.191 0.235 0.0 1.8 -0.3
O 2.199 -0.209 -0.885 -1.8 -0.5 0.8
S -1.516 0.333 -0.607 1.5 2.1 -3.2
O -1.662 1.093 -1.836 -2.5 0.4 0.9
O -1.518 1.038 0.671 -0.8 -0.4 0.1

No. 14
2
Properties=species:S:1:pos:R:3:forces:R:3 method="wB97M-V/def2-TZVPD" lumo_ha=-0.329 total_energy_ha=-627.59815 total_charge=+1 homo_energy_ha=-0.60681
Cd -0.687 0.920 -0.048 0.5 -0.7 0.0
Cl 0.687 -0.920 0.048 -0.5 0.7 0.0

No. 15
2
Properties=species:S:1:pos:R:3:forces:R:3 method="wB97M-V/def2-TZVPD" lumo_ha=-0.311 total_energy_ha=-465.11887 total_charge=+1 homo_energy_ha=-0.54055 e_above_lowest_ev=0.204
Cd 0.396 -0.714 -1.118 -0.5 0.8 1.3
I -0.396 0.714 1.118 0.5 -0.8 -1.3

No. 16
2
Properties=species:S:1:pos:R:3:forces:R:3 method="wB97M-V/def2-TZVPD" lumo_ha=-0.278 total_energy_ha=-465.00182 total_charge=+1 homo_energy_ha=-0.58042 e_above_lowest_ev=3.389
Cd -0.601 -0.571 -0.576 -10.9 -10.4 -10.4
I 0.601 0.571 0.576 10.9 10.4 10.4

No. 17
17
Properties=species:S:1:pos:R:3:forces:R:3 method="wB97M-V/def2-TZVPD" lumo_ha=0.003 total_energy_ha=-6523.27493 total_charge=-2 homo_energy_ha=-0.05658
Mg 15.628 17.370 6.815 0.3 0.5 0.7
Mg 9.921 14.853 10.540 1.3 1.4 1.9
Mg 13.016 13.599 7.448 -0.2 0.1 0.5
Mg 13.196 18.679 11.938 -0.1 0.0 0.0
Mg 17.286 19.148 10.880 -0.6 -2.4 1.2
Cl 18.146 16.928 11.549 0.1 1.7 -0.4
Cl 13.657 15.519 15.772 0.1 0.4 -0.3
Cl 16.524 14.696 14.004 -0.2 0.0 0.2
Cl 15.492 19.867 12.145 0.6 0.4 -0.2
Cl 16.437 18.421 8.855 -0.1 0.2 -1.0
Cl 11.743 20.118 11.015 0.0 0.6 -0.4
Cl 13.632 16.615 11.272 0.3 -0.6 -0.7
Cl 14.299 15.496 6.998 0.0 -0.2 -0.4
Cl 12.577 18.459 14.114 0.1 -0.3 1.0
Cl 9.580 17.226 10.576 -0.3 -1.5 -0.3
Cl 11.039 14.181 8.571 -0.2 -0.3 -0.4
Cl 10.778 13.793 12.572 -0.9 0.2 -1.4

No. 18
6
Properties=species:S:1:pos:R:3:forces:R:3 method="wB97M-V/def2-TZVPD" lumo_ha="-0.363 / -0.361" total_energy_ha=-1437.02901 total_charge=+1 homo_energy_ha="-0.60781 / -0.60523" e_above_lowest_ev=6.007
O -0.777 -0.985 1.810 1.5 0.7 -3.1
F -0.004 -0.566 -1.710 -0.5 1.7 2.0
P -0.096 0.481 -0.496 1.7 -3.3 0.6
Cl 1.824 0.598 0.132 -1.6 0.3 -0.6
Cl -0.880 2.094 -1.191 0.0 -0.1 0.3
H -0.067 -1.622 1.455 -1.1 0.7 0.7

No. 19
13
Properties=species:S:1:pos:R:3:forces:R:3 method="wB97M-V/def2-TZVPD" lumo_ha="0.171 / 0.171" total_energy_ha=-3381.05610 total_charge=-2 homo_energy_ha="-0.11164 / -0.11110" spin_multiplicity=5 e_above_lowest_ev=1.022
Fe -0.322 -1.221 -1.088 0.2 0.1 0.8
I -0.310 -3.755 -0.080 -0.1 0.5 -0.3
I 0.645 -0.674 -3.484 -0.2 -0.1 0.2
Cl 2.372 0.497 1.077 1.2 -1.1 1.6
O 1.461 -0.246 0.269 -1.4 -1.1 -1.4
O 3.030 1.462 0.281 0.5 1.2 -0.8
O 1.647 1.108 2.144 -0.2 0.4 0.4
O 3.372 -0.423 1.617 -0.6 0.4 -0.2
Cl -2.385 0.732 -0.174 -2.0 -3.1 3.4
O -1.510 1.809 -0.275 0.0 3.1 -0.8
O -2.483 -0.004 -1.384 0.4 -0.7 -3.0
O -1.772 -0.165 0.762 1.4 -1.6 0.9
O -3.745 0.881 0.334 0.7 2.0 -0.8

No. 20
7
Properties=species:S:1:pos:R:3:forces:R:3 method="wB97M-V/def2-TZVPD" lumo_ha="0.029 / -0.173" total_energy_ha=-1392.82931 homo_energy_ha="-0.25431 / -0.37118" spin_multiplicity=3 e_above_lowest_ev=0.925
N 0.011 -0.212 1.449 1.7 -1.4 0.6
O -0.212 1.408 -0.480 -0.3 2.5 0.3
P 0.084 -0.053 -0.108 -0.4 -2.8 1.8
Cl 1.600 -0.584 -1.335 1.4 -0.1 -0.7
Cl -1.531 -1.168 -1.678 -1.3 -0.9 -1.4
H 0.439 -1.156 1.742 -1.0 1.9 -0.4
H -0.392 1.766 0.410 -0.1 0.8 -0.2

| no. | strongest force on any atom (eV Å⁻¹) |
| --- | --- |
| 1 | 4.9 |
| 2 | 2.6 |
| 3 | 4.2 |
| 4 | 2.2 |
| 5 | 3.7 |
| 6 | 4.0 |
| 7 | 4.2 |
| 8 | 3.3 |
| 9 | 1.0 |
| 10 | 2.5 |
| 11 | 4.5 |
| 12 | 4.9 |
| 13 | 4.2 |
| 14 | 0.8 |
| 15 | 1.6 |
| 16 | 18.3 |
| 17 | 2.7 |
| 18 | 3.8 |
| 19 | 5.0 |
| 20 | 3.3 |